Record 1
The following is a DFT calculation (ωB97M-V/def2-TZVPD) of one molecule with the formula C2H4Br2.

Geometry as XYZ:
```
8
Properties=species:S:1:pos:R:3:nbo_charge:R:1
C -0.315 -0.689 -0.370 -0.65
C 0.423 0.524 0.260 -0.29
Br 0.011 0.608 2.222 0.00
Br -0.121 2.141 -0.697 0.04
H -1.426 -0.626 -0.210 0.23
H 0.059 -1.638 0.068 0.23
H -0.122 -0.677 -1.446 0.23
H 1.491 0.357 0.173 0.22
```

energy above the lowest of the compared OMol25 structures with the same formula, charge and spin = 5.54 kcal/mol
structure (SMILES) = CC(Br)Br
LUMO energy = 0.454 eV
frontier orbital gap = 10.8 eV
highest occupied orbital energy = -10.30 eV
energy = -142223.734 eV


Record 2
The following is a DFT calculation (ωB97M-V/def2-TZVPD) of a 2-piece molecular cluster, C3H7NO overall.

Geometry as XYZ:
```
12
Properties=species:S:1:pos:R:3:nbo_charge:R:1
C 1.012 1.068 0.109 -0.75
C 0.133 0.094 0.911 -0.52
C -0.213 -0.744 -0.295 0.71
O 0.688 -1.234 -1.008 -0.66
N -1.469 -0.820 -0.719 -0.78
H 1.872 1.431 0.664 0.20
H 1.432 -0.063 -0.738 0.34
H 0.389 1.961 -0.158 0.20
H -0.754 0.440 1.472 0.20
H 0.754 -0.495 1.591 0.23
H -2.241 -0.508 -0.161 0.40
H -1.603 -1.130 -1.668 0.41
```

energy above the lowest of the compared OMol25 structures with the same formula, charge and spin = 59.54 kcal/mol
LUMO energy = 0.823 eV
frontier orbital gap = 9.4 eV
highest occupied orbital energy = -8.62 eV
energy = -6760.168 eV


Record 3
The following is a DFT calculation (ωB97M-V/def2-TZVPD) of one molecule with the formula HN3O4.

Geometry as XYZ:
```
8
Properties=species:S:1:pos:R:3:nbo_charge:R:1
H -0.414 -0.262 -0.837 0.36
N 0.263 -0.052 -0.202 -0.51
N 0.555 1.125 -0.085 0.59
O -0.006 2.124 -0.182 -0.33
O 1.872 1.245 0.426 -0.32
N 2.666 -0.044 0.127 0.75
O 3.286 -0.515 0.985 -0.26
O 2.485 -0.334 -0.983 -0.28
```

energy above the lowest of the compared OMol25 structures with the same formula, charge and spin = 74.81 kcal/mol
structure (SMILES) = [H]/N=[N+](\[O-])O[N+](=O)[O-]
LUMO energy = -0.264 eV
frontier orbital gap = 10.6 eV
highest occupied orbital energy = -10.91 eV
energy = -12667.472 eV


- energy of number 3 (HN3O4)?
  -12667.472 eV


- Among the records above, which one has the highest LUMO energy?
  C3H7NO


- energy of number 2 (C3H7NO)?
  -6760.168 eV